1.
Below is C21H22Cl2N9O3PdSi as an isolated structure, with properties calculated with ωB97M-V with the def2-TZVPD basis set.

Results
**M**: 653.9 g/mol
**Net charge**: -1
**Energy above the lowest of the compared OMol25 structures with the same formula, charge and spin**: 1.570 eV
**Gap between HOMO and LUMO**: 7.175 eV
**Total energy**: -2869.73050 Ha

Cartesian coordinates (Å):
Pd1 1.01 0.59 0.08
N1 -2.51 3.91 1.47
N2 -1.25 3.78 0.89
N3 -0.20 4.46 1.29
C1 0.75 3.92 0.54
N4 0.28 2.96 -0.27
N5 -1.01 2.90 -0.05
H1 -3.01 4.62 0.95
H2 -2.97 3.02 1.33
H3 1.78 4.21 0.58
C2 4.09 1.86 0.84
Si1 2.72 0.73 1.48
C3 2.09 1.43 3.11
C4 3.45 -0.97 1.74
H4 4.93 1.79 1.54
H5 3.79 2.91 0.78
H6 4.43 1.56 -0.15
H7 2.87 1.35 3.87
H8 1.22 0.86 3.44
H9 1.80 2.48 3.02
H10 4.35 -0.90 2.37
H11 3.73 -1.42 0.79
H12 2.73 -1.63 2.22
O1 2.35 0.64 -1.71
N6 2.68 1.78 -2.17
C5 3.10 1.78 -3.43
C6 3.15 0.58 -4.20
N7 3.18 -0.40 -4.81
C7 3.50 3.02 -3.99
N8 3.83 4.02 -4.47
Cl1 -1.29 -0.23 -1.40
C8 -0.74 -1.85 -1.73
C9 0.43 -1.96 -2.47
C10 0.94 -3.20 -2.80
C11 0.26 -4.33 -2.39
C12 -0.89 -4.21 -1.64
Cl2 -1.70 -5.68 -1.14
C13 -1.44 -2.97 -1.26
N9 -2.59 -2.98 -0.49
C14 -3.32 -1.89 0.07
C15 -4.44 -1.41 -0.61
C16 -5.20 -0.38 -0.08
C17 -4.83 0.17 1.14
C18 -3.74 -0.32 1.83
C19 -2.97 -1.37 1.32
C20 -1.77 -1.86 2.08
C21 -0.55 -1.03 1.67
O2 0.38 -1.61 1.07
O3 -0.60 0.21 1.90
H13 0.94 -1.05 -2.76
H14 1.85 -3.27 -3.38
H15 0.62 -5.32 -2.63
H16 -3.08 -3.86 -0.51
H17 -4.68 -1.84 -1.57
H18 -6.06 -0.01 -0.62
H19 -5.41 0.98 1.57
H20 -3.44 0.11 2.77
H21 -1.57 -2.91 1.86
H22 -1.95 -1.73 3.15


2.
Below is C21H22Cl3FeN3O3Se2 as an isolated structure, with properties calculated with ωB97M-V with the def2-TZVPD basis set.

Results
**M**: 684.5 g/mol
**Spin multiplicity**: 5
**Energy above the lowest of the compared OMol25 structures with the same formula, charge and spin**: 0.000 eV
**Gap between HOMO and LUMO (spin up / spin down)**: 7.308 / 7.170 eV
**<S²>**: 6.019
**Total energy**: -8650.55577 Ha

Cartesian coordinates (Å):
Fe1 0.30 -0.20 0.14
C1 2.37 -1.67 -3.76
O1 1.60 -0.63 -4.33
C2 0.25 -0.61 -4.05
C3 -0.60 -0.56 -5.13
C4 -1.98 -0.50 -4.96
C5 -2.48 -0.50 -3.68
C6 -1.64 -0.53 -2.55
C7 -2.33 -0.50 -1.27
N1 -1.73 -0.34 -0.15
N2 -2.48 -0.33 1.01
C8 -1.70 -0.24 2.06
O2 -0.40 -0.19 2.04
C9 -2.36 -0.23 3.39
C10 -1.58 -0.14 4.54
C11 -2.17 -0.14 5.80
C12 -3.55 -0.23 5.91
C13 -4.34 -0.32 4.77
C14 -3.75 -0.32 3.52
C15 -0.23 -0.58 -2.72
O3 0.65 -0.58 -1.73
H1 3.25 -1.78 -4.39
H2 1.81 -2.61 -3.76
H3 2.66 -1.44 -2.74
H4 -0.16 -0.57 -6.12
H5 -2.64 -0.46 -5.82
H6 -3.55 -0.47 -3.51
H7 -3.41 -0.60 -1.26
H8 -0.51 -0.07 4.43
H9 -1.56 -0.07 6.68
H10 -4.01 -0.23 6.89
H11 -5.41 -0.39 4.86
H12 -4.35 -0.39 2.62
C16 3.91 -1.24 0.01
Se1 2.69 -0.53 1.34
C17 2.28 -2.18 2.30
C18 1.88 -3.35 1.42
Se2 0.22 -3.08 0.43
C19 -0.99 -3.35 1.93
H13 4.73 -1.76 0.51
H14 4.30 -0.39 -0.54
H15 3.39 -1.91 -0.67
H16 1.47 -1.89 2.97
H17 3.16 -2.43 2.90
H18 1.77 -4.25 2.03
H19 2.64 -3.56 0.67
H20 -0.94 -4.39 2.27
H21 -1.99 -3.13 1.57
H22 -0.75 -2.67 2.74
Cl1 1.77 5.14 1.02
C20 0.57 4.57 -0.15
Cl2 1.04 5.05 -1.79
Cl3 -1.03 5.20 0.25
C21 0.53 3.11 -0.10
N3 0.47 1.97 -0.05


3.
Below is one molecule with the formula C21H22FN3O3S, with properties calculated with ωB97M-V with the def2-TZVPD basis set.

Results
**M**: 415.5 g/mol
**Energy above the lowest of the compared OMol25 structures with the same formula, charge and spin**: 0.638 eV
**SMILES string**: CCOC(=O)[C@@H]1CCCN(C(=O)c2sc3nc(-c4ccc(F)cc4)cn3c2C)C1
**Gap between HOMO and LUMO**: 8.392 eV
**Total energy**: -1701.52362 Ha

Cartesian coordinates (Å):
C1 -5.40 -3.23 0.07
C2 -4.01 -2.64 0.16
O1 -4.09 -1.37 0.81
C3 -2.95 -0.72 1.00
O2 -1.87 -1.17 0.67
C4 -3.11 0.62 1.69
C5 -4.51 1.24 1.57
C6 -4.55 2.29 0.46
C7 -3.70 1.84 -0.72
N1 -2.30 1.70 -0.32
C8 -1.46 1.26 -1.29
O3 -1.85 1.05 -2.43
C9 -0.04 1.10 -0.92
S1 0.87 2.36 -0.08
C10 2.29 1.39 -0.20
N2 3.53 1.51 0.17
C11 4.14 0.34 -0.25
C12 5.55 0.11 0.01
C13 6.19 -1.05 -0.43
C14 7.53 -1.24 -0.18
C15 8.23 -0.27 0.52
F1 9.55 -0.46 0.77
C16 7.62 0.89 0.96
C17 6.28 1.07 0.70
C18 3.22 -0.47 -0.88
N3 2.03 0.21 -0.85
C19 0.74 0.04 -1.27
C20 0.31 -1.20 -1.97
C21 -2.05 1.56 1.10
H1 -6.05 -2.57 -0.50
H2 -5.82 -3.35 1.07
H3 -5.36 -4.20 -0.42
H4 -3.34 -3.29 0.74
H5 -3.57 -2.50 -0.84
H6 -2.87 0.44 2.75
H7 -4.79 1.71 2.52
H8 -5.24 0.45 1.36
H9 -5.57 2.45 0.12
H10 -4.17 3.25 0.83
H11 -3.74 2.57 -1.54
H12 -4.07 0.89 -1.11
H13 5.64 -1.80 -0.97
H14 8.04 -2.13 -0.51
H15 8.20 1.62 1.50
H16 5.77 1.96 1.03
H17 3.31 -1.44 -1.32
H18 1.09 -1.54 -2.64
H19 0.10 -1.98 -1.23
H20 -0.60 -1.00 -2.53
H21 -2.09 2.54 1.59
H22 -1.07 1.13 1.25


4.
Below is one molecule with the formula C21H22N2O7, with properties calculated with ωB97M-V with the def2-TZVPD basis set.

Results
**M**: 414.4 g/mol
**Energy above the lowest of the compared OMol25 structures with the same formula, charge and spin**: 1.022 eV
**SMILES string**: CCOc1ccc(N2C(=O)C[C@@H](N(Cc3ccco3)C(=O)CCC(=O)O)C2=O)cc1
**Gap between HOMO and LUMO**: 8.778 eV
**Total energy**: -1449.68663 Ha

Cartesian coordinates (Å):
C1 -7.80 -0.25 1.71
C2 -6.53 0.22 1.02
O1 -5.68 -0.90 0.87
C3 -4.47 -0.74 0.29
C4 -3.97 0.47 -0.20
C5 -2.71 0.52 -0.77
C6 -1.95 -0.63 -0.86
N1 -0.65 -0.57 -1.45
C7 -0.40 0.06 -2.65
O2 -1.22 0.54 -3.38
C8 1.10 0.02 -2.90
C9 1.68 -0.77 -1.72
N2 2.72 -0.05 -1.00
C10 4.09 -0.51 -1.07
C11 4.46 -1.37 0.10
C12 3.70 -2.09 0.98
C13 4.62 -2.70 1.87
C14 5.85 -2.31 1.48
O3 5.77 -1.50 0.40
C15 2.29 0.93 -0.17
O4 1.10 1.22 -0.12
C16 3.33 1.66 0.64
C17 2.64 2.67 1.56
C18 1.70 3.58 0.80
O5 0.70 4.07 1.25
O6 2.15 3.88 -0.43
C19 0.47 -1.03 -0.81
O7 0.51 -1.61 0.24
C20 -2.43 -1.84 -0.38
C21 -3.68 -1.89 0.20
H1 -8.29 -1.01 1.11
H2 -8.48 0.58 1.85
H3 -7.56 -0.68 2.68
H4 -6.04 0.99 1.63
H5 -6.77 0.65 0.04
H6 -4.55 1.38 -0.13
H7 -2.32 1.45 -1.13
H8 1.30 -0.44 -3.87
H9 1.48 1.04 -2.91
H10 2.09 -1.74 -2.03
H11 4.21 -1.07 -2.00
H12 4.77 0.34 -1.12
H13 2.63 -2.17 0.99
H14 4.37 -3.34 2.70
H15 6.83 -2.53 1.85
H16 4.00 2.19 -0.04
H17 3.91 0.95 1.23
H18 2.04 2.15 2.32
H19 3.38 3.29 2.07
H20 1.51 4.46 -0.87
H21 -1.83 -2.73 -0.45
H22 -4.08 -2.81 0.58